Molecular formula: C3H36O15
Method: DFT, ωB97M-V/def2-TZVPD

Results
* calculated total energy: -34408.0695 eV
* energy relative to the best compared isomer or geometry (same formula, charge and spin): 21.8 kcal per mole
* orbital gap: 0.354 Ha
* E_LUMO: -0.0086 hartree

```
! RIJCOSX wB97M-V def2-TZVPD def2/J DEFGRID3
* xyz 0 1
C -5.472 20.970 -1.817
O -5.267 20.729 -0.430
H -6.286 20.346 -2.185
H -5.665 22.020 -2.019
H -4.602 20.652 -2.398
H -4.326 20.856 -0.217
C -2.200 23.269 0.593
O -2.735 21.978 0.388
H -2.953 24.022 0.810
H -1.390 23.233 1.332
H -1.645 23.570 -0.303
H -2.900 21.599 1.275
C -5.443 24.828 -0.889
O -5.372 26.259 -1.110
H -5.290 24.298 -1.833
H -4.645 24.570 -0.198
H -6.411 24.596 -0.443
H -6.231 26.547 -1.427
O -3.791 20.317 2.271
H -3.205 19.954 2.949
H -4.566 20.642 2.748
O -4.754 22.616 -4.485
H -5.008 22.200 -5.316
H -4.042 22.046 -4.144
O -8.263 22.753 -1.597
H -8.644 23.239 -0.856
H -8.714 21.890 -1.591
O -5.328 17.431 -2.794
H -5.447 17.575 -3.739
H -6.199 17.614 -2.396
O -2.961 18.156 -1.414
H -3.692 17.935 -2.037
H -3.375 18.161 -0.543
O -7.359 23.718 -4.029
H -6.506 23.247 -4.047
H -7.678 23.589 -3.111
O -5.969 22.714 1.590
H -5.848 22.428 0.666
H -6.536 22.035 1.970
O -1.482 20.551 -1.929
H -2.123 19.805 -1.965
H -1.856 21.191 -1.299
O -6.697 18.532 0.703
H -7.386 18.989 1.199
H -6.170 19.256 0.294
O -8.160 17.857 -2.383
H -8.950 17.782 -2.937
H -8.360 17.365 -1.572
O -9.765 20.242 -1.651
H -9.103 19.544 -1.817
H -10.078 20.509 -2.527
O -2.673 20.692 -4.401
H -2.144 20.217 -5.050
H -2.086 20.799 -3.609
*
```


Molecular formula: C2H10N2S2
Method: DFT, ωB97M-V/def2-TZVPD

Results
* calculated total energy: -26886.4808 eV
* energy relative to the best compared isomer or geometry (same formula, charge and spin): 9.4 kcal per mole
* SMILES string: CSS.NCN
* orbital gap: 0.345 Ha
* E_LUMO: 0.0204 hartree

```
! RIJCOSX wB97M-V def2-TZVPD def2/J DEFGRID3
* xyz 0 1
C 1.936 -0.106 1.818
S 2.899 1.180 2.658
S 2.305 2.918 1.696
H 1.738 -0.853 2.593
H 2.625 -0.609 1.125
H 1.039 0.165 1.283
H 2.956 2.706 0.546
N -2.534 -0.673 -2.253
C -2.049 -0.868 -0.891
N -0.698 -0.435 -0.602
H -1.796 -0.684 -2.944
H -3.041 0.197 -2.340
H -2.705 -0.335 -0.205
H -2.095 -1.929 -0.664
H -0.511 0.499 -0.933
H -0.070 -1.172 -0.886
*
```


Molecular formula: C2H7OS
Method: DFT, ωB97M-V/def2-TZVPD

Results
* calculated total energy: -15070.6282 eV
* energy relative to the best compared isomer or geometry (same formula, charge and spin): 17.9 kcal per mole
* orbital gap: 0.253 Ha
* E_LUMO: 0.1599 hartree

```
! RIJCOSX wB97M-V def2-TZVPD def2/J DEFGRID3
* xyz -1 1
C -0.841 -0.656 -0.743
C -0.920 -0.197 0.737
S 0.624 -0.331 1.694
H -0.430 -1.713 -0.732
H -0.091 -0.071 -1.406
H -1.896 -0.641 -1.173
H -1.785 -0.662 1.268
H -1.229 0.871 0.683
H 2.313 0.438 0.151
H 1.855 1.886 0.004
O 2.401 1.077 -0.484
*
```


Molecular formula: C15H20N3O4
Method: DFT, ωB97M-V/def2-TZVPD

Results
* calculated total energy: -28524.7681 eV
* energy relative to the best compared isomer or geometry (same formula, charge and spin): 155.3 kcal per mole
* SMILES string: CC(=O)OCCC[C@@H]1CN(OC(=O)c2ccccc2)C(N)=[NH+]1
* orbital gap: 0.280 Ha
* E_LUMO: -0.1585 hartree

```
! RIJCOSX wB97M-V def2-TZVPD def2/J DEFGRID3
* xyz 1 1
C 1.624 -0.157 3.451
C 1.177 1.354 3.094
O 0.307 1.884 3.819
O 1.855 1.965 2.009
C 1.125 3.091 1.460
C 1.361 3.310 -0.124
C 1.532 1.946 -0.958
C 0.316 1.835 -2.014
C -0.842 0.851 -1.396
N -0.662 -0.316 -2.343
O -1.727 -1.182 -2.372
C -2.233 -1.468 -1.056
O -3.379 -1.019 -0.771
C -1.504 -2.335 0.045
C -0.143 -3.065 -0.206
C 0.454 -3.926 0.948
C -0.254 -4.095 2.316
C -1.608 -3.354 2.569
C -2.223 -2.484 1.438
C -0.516 0.376 -3.628
N -1.222 0.314 -4.745
N 0.648 1.277 -3.396
H 2.698 -0.283 3.089
H 0.898 -0.943 3.060
H 1.649 -0.198 4.599
H 1.532 4.037 1.981
H -0.004 3.059 1.621
H 0.400 3.830 -0.505
H 2.204 4.068 -0.344
H 2.525 2.044 -1.542
H 1.620 1.002 -0.316
H -0.235 2.808 -2.287
H -1.859 1.336 -1.588
H -0.531 0.704 -0.305
H 0.407 -2.973 -1.208
H 1.452 -4.456 0.798
H 0.173 -4.707 3.180
H -2.158 -3.428 3.561
H -3.220 -1.933 1.594
H -1.023 1.039 -5.463
H -1.963 -0.366 -4.960
H 1.350 0.557 -3.106
*
```


Molecular formula: C7H6N4
Method: DFT, ωB97M-V/def2-TZVPD

Results
* calculated total energy: -13313.8344 eV
* energy relative to the best compared isomer or geometry (same formula, charge and spin): 52.1 kcal per mole
* SMILES string: N=C=Nc1cccnc1.C#N
* orbital gap: 0.350 Ha
* E_LUMO: 0.0229 hartree

```
! RIJCOSX wB97M-V def2-TZVPD def2/J DEFGRID3
* xyz 0 1
N 3.407 1.449 0.850
C 2.274 1.138 0.826
N 1.068 1.283 0.685
C 0.020 0.416 0.416
C -0.960 0.588 -0.615
C -1.950 -0.326 -0.824
C -2.196 -1.371 0.064
N -1.349 -1.504 1.043
C -0.377 -0.688 1.253
H 4.117 1.068 1.477
H -0.714 1.441 -1.367
H -2.518 -0.066 -1.719
H -3.173 -1.889 -0.113
H 0.179 -1.021 2.169
C 1.961 -1.436 -0.942
N 2.073 -2.417 -0.372
H 1.879 -0.690 -1.694
*
```


Molecular formula: C8H11NS
Method: DFT, ωB97M-V/def2-TZVPD

Results
* calculated total energy: -20797.2229 eV
* energy relative to the best compared isomer or geometry (same formula, charge and spin): 41.0 kcal per mole
* orbital gap: 0.293 Ha
* E_LUMO: 0.0246 hartree

```
! RIJCOSX wB97M-V def2-TZVPD def2/J DEFGRID3
* xyz 0 1
C 1.774 0.592 -1.439
C 2.923 1.185 0.563
C 1.762 -0.714 -0.978
C 2.849 -0.150 0.931
C 2.370 1.564 -0.649
C -1.080 1.278 1.007
C -2.810 -0.179 -0.493
C -2.164 -1.428 -0.021
N 2.282 -1.080 0.182
S -2.343 1.349 -0.057
H 1.333 0.843 -2.392
H 3.400 1.908 1.208
H 1.318 -1.515 -1.558
H 3.261 -0.502 1.869
H -0.656 0.360 1.351
H -0.608 2.209 1.236
H -3.710 -0.214 -1.077
H -1.076 -1.349 -0.086
H -2.493 -2.268 -0.628
H -2.412 -1.643 1.023
H 2.407 2.592 -0.979
*
```


Molecular formula: C4H8N
Method: DFT, ωB97M-V/def2-TZVPD

Results
* calculated total energy: -5755.1267 eV
* energy relative to the best compared isomer or geometry (same formula, charge and spin): 109.2 kcal per mole
* orbital gap (spin up / spin down): 0.236 / 0.353 Ha
* E_LUMO (spin up / spin down): -0.2647 / -0.1929 hartree

```
! RIJCOSX wB97M-V def2-TZVPD def2/J DEFGRID3
* xyz 1 1
C 1.173 1.401 0.852
C -0.118 1.306 0.951
C 1.289 -0.086 0.729
C -1.238 -0.843 -1.503
N -0.133 -0.046 0.720
H 1.890 2.116 1.104
H -1.050 1.893 0.873
H 1.847 -0.494 -0.140
H 1.784 -0.396 1.625
H -0.569 -1.363 -2.085
H -2.157 -1.533 -1.081
H -1.212 0.175 -1.379
H -0.743 -0.762 1.039
*
```


Molecular formula: C7H11N3O
Method: DFT, ωB97M-V/def2-TZVPD

Results
* calculated total energy: -13952.1859 eV
* energy relative to the best compared isomer or geometry (same formula, charge and spin): 78.1 kcal per mole
* SMILES string: C=Cc1c[nH]nn1.CC(C)=O
* orbital gap: 0.342 Ha
* E_LUMO: 0.0263 hartree

```
! RIJCOSX wB97M-V def2-TZVPD def2/J DEFGRID3
* xyz 0 1
C 5.434 -0.404 -0.551
C 4.698 0.344 0.230
C 3.297 0.196 0.282
C 2.474 -0.954 0.206
N 1.225 -0.493 0.317
N 1.300 0.857 0.428
N 2.516 1.222 0.444
H 6.555 -0.353 -0.600
H 4.963 -1.219 -0.938
H 5.134 1.248 0.670
H 2.566 -1.955 -0.164
H 0.386 -1.044 0.127
C -4.238 0.194 0.764
C -2.737 0.160 0.450
C -2.467 1.111 -0.660
O -1.771 -0.414 0.923
H -4.471 -0.179 1.753
H -4.694 -0.322 -0.032
H -4.636 1.176 0.731
H -2.482 0.410 -1.563
H -3.235 1.812 -0.794
H -1.467 1.302 -0.797
*
```


Molecular formula: C11H10Cl2FN2O4
Method: DFT, ωB97M-V/def2-TZVPD

Results
* calculated total energy: -50500.2244 eV
* orbital gap: 0.213 Ha
* E_LUMO: 0.0546 hartree

```
! RIJCOSX wB97M-V def2-TZVPD def2/J DEFGRID3
* xyz -1 1
C -0.106 3.388 1.660
C -0.563 2.166 0.936
Cl 0.524 1.550 -0.284
C -1.726 1.573 1.177
Cl -2.205 0.147 0.266
N -2.539 2.082 2.196
C -3.934 2.276 1.852
F -4.407 3.240 2.764
C -4.164 2.841 0.433
O -3.558 3.865 0.057
O -5.004 2.215 -0.230
H -0.936 3.919 2.114
H 0.409 4.081 0.997
H 0.565 3.083 2.468
H -2.424 1.568 3.060
H -4.548 1.395 2.036
C 3.790 -3.139 -2.859
C 3.661 -1.873 -2.306
C 2.695 -1.631 -1.341
C 1.873 -2.667 -0.941
C 1.983 -3.932 -1.487
C 2.949 -4.167 -2.452
N 0.864 -2.414 0.098
O 0.791 -1.289 0.531
O 0.172 -3.350 0.453
H 4.549 -3.327 -3.608
H 4.315 -1.072 -2.624
H 2.594 -0.644 -0.911
H 1.330 -4.731 -1.169
H 3.049 -5.152 -2.887
*
```